(1)
Formula: C5H4O3
Source: the Open Molecules 2025 dataset
Level of theory: ωB97M-V/def2-TZVPD

Cartesian coordinates (Å):
C -1.99 1.33 0.72
H -2.94 1.36 1.21
H 2.81 1.14 1.45
O 0.95 -1.91 -0.23
O -1.21 -1.06 -0.65
H 1.52 -0.39 -1.93
H -1.51 -1.87 -0.19
C -0.84 0.97 0.50
C 0.64 0.97 0.80
C 1.79 1.09 1.15
O 0.54 -0.42 -1.92
C 0.24 -1.21 -0.90

SMILES string: O=C(O)O.C#CC#C
Gap between HOMO and LUMO: 10.09 eV
Lowest unoccupied orbital energy: 0.63 eV
Net charge: 0
Relative energy (zero: lowest compared OMol25 entry of this formula, charge and spin): 4.950 eV
Highest occupied orbital energy: -9.461 eV
Electronic energy: -11387.41813 eV


(2)
Formula: C15H23NOPdS5
Source: the Open Molecules 2025 dataset
Level of theory: ωB97M-V/def2-TZVPD

Cartesian coordinates (Å):
H -0.38 -4.17 0.74
H -4.93 0.77 -2.19
H 4.59 3.73 -2.53
S 1.08 -0.93 1.96
H -1.06 -4.47 -0.85
S 0.23 -2.47 -0.85
C -0.89 -3.70 -0.10
C 1.82 -2.75 -0.01
H -2.83 -3.83 0.85
H -3.64 1.60 -3.14
C 1.74 0.37 -2.26
H 1.64 2.37 1.25
C -3.84 3.22 -0.65
N 1.48 0.79 -1.06
C 2.27 2.64 0.41
C -1.27 -2.22 2.84
H 2.79 -2.59 1.90
S -3.16 1.57 -0.84
H 4.62 5.00 -0.38
C -0.13 -1.33 3.27
H 2.15 -3.76 -0.26
S 2.90 1.27 -3.16
H 1.21 -3.34 2.00
H -2.03 -2.26 3.63
H 0.42 -1.77 4.10
H -3.53 3.61 0.32
H 2.51 -2.05 -0.49
C 3.14 3.77 0.54
H -0.48 -0.35 3.61
H -0.95 -3.24 2.65
H -4.92 3.14 -0.71
C 1.77 -2.56 1.50
C 3.08 2.31 -1.83
S -2.12 -1.59 1.33
H 1.27 -0.50 -2.71
C 3.96 4.15 -0.49
O -1.69 1.59 -0.87
H 3.15 4.31 1.47
H -2.81 -2.80 -0.57
C 2.24 1.92 -0.78
C -3.86 0.88 -2.35
H -3.43 3.81 -1.48
Pd -0.40 -0.36 0.14
H -3.40 -0.09 -2.54
C -2.23 -3.09 0.30
C 3.95 3.44 -1.70

Gap between HOMO and LUMO (alpha / beta): 8.90 / 5.56 eV
Multiplicity: 5
Lowest unoccupied orbital energy (alpha / beta): -11.72 / -15.89 eV
Net charge: +4
Relative energy (zero: lowest compared OMol25 entry of this formula, charge and spin): 2.261 eV
Highest occupied orbital energy (alpha / beta): -20.628 / -21.453 eV
Electronic energy: -77077.24561 eV


(3)
Formula: CH4IOP
Source: the Open Molecules 2025 dataset
Level of theory: ωB97M-V/def2-TZVPD

Cartesian coordinates (Å):
C -0.01 0.58 0.79
H -0.44 1.16 1.59
I 3.30 0.11 -0.25
H -0.56 -0.42 0.70
O 0.31 1.21 -0.34
H 1.19 1.82 -0.32
P 1.97 -0.96 1.49
H 1.37 -1.84 0.65

Gap between HOMO and LUMO: 8.33 eV
Lowest unoccupied orbital energy: -0.07 eV
Net charge: 0
Relative energy (zero: lowest compared OMol25 entry of this formula, charge and spin): 2.229 eV
Highest occupied orbital energy: -8.404 eV
Electronic energy: -20536.44778 eV


(4)
Formula: CH5N2Si
Source: the Open Molecules 2025 dataset
Level of theory: ωB97M-V/def2-TZVPD

Cartesian coordinates (Å):
H 0.25 1.74 0.86
N 3.29 -0.56 0.10
H -0.34 -1.36 -0.63
H -1.41 -0.19 0.19
H 1.23 1.06 -1.93
N 2.36 0.05 0.24
C -0.44 -0.71 0.23
Si 0.69 0.71 -0.10
H -0.28 -1.06 1.25

Gap between HOMO and LUMO: 10.26 eV
Lowest unoccupied orbital energy: -6.23 eV
Net charge: +1
Relative energy (zero: lowest compared OMol25 entry of this formula, charge and spin): 1.258 eV
Highest occupied orbital energy: -16.489 eV
Electronic energy: -11966.66101 eV


(5)
Formula: C12H24BN3O4
Source: the Open Molecules 2025 dataset
Level of theory: ωB97M-V/def2-TZVPD

Cartesian coordinates (Å):
C 1.33 -1.05 1.15
N -4.01 -1.37 -1.61
H -3.70 0.58 -0.82
H -4.92 -0.30 0.01
C 0.43 0.06 1.72
H -2.54 -3.19 0.40
H -1.56 1.43 -0.60
H 0.78 0.90 -1.98
H -1.36 -0.23 2.97
C -3.97 -0.43 -0.50
H -2.09 -1.76 -2.27
C 2.82 1.61 -1.95
H 1.98 0.68 2.91
C -2.26 -2.26 -0.14
N -1.91 -0.01 0.94
C 0.12 1.27 0.75
H -0.36 2.06 1.35
H 1.78 -0.04 -0.97
H -0.94 -1.58 1.88
O 0.82 -2.11 0.52
C -0.99 -0.49 1.97
O 4.98 2.83 -1.65
C -2.80 -2.23 -1.58
C -1.03 0.65 -0.07
H 3.15 0.93 -2.75
C 1.22 1.85 -0.12
H 2.61 2.61 -2.31
C -2.90 -1.00 0.49
O 2.54 -0.87 1.24
H -3.04 -3.23 -1.95
H 5.73 2.90 -0.97
H 1.57 -2.68 0.24
H 0.84 -0.22 3.65
H 0.88 2.84 -0.49
O 4.33 1.25 0.10
H 2.09 2.11 0.51
H 3.74 0.53 0.45
H -0.61 -0.10 -0.80
H -1.17 -2.15 -0.18
H -3.45 -1.26 1.40
B 4.11 1.88 -1.11
C 1.61 1.00 -1.29
H -4.85 -1.94 -1.50
N 0.98 0.52 2.99

SMILES string: N[C@@]1(C(=O)O)CN([C@@H]2CCNC2)C[C@@H]1CCCB(O)O
Gap between HOMO and LUMO: 8.70 eV
Lowest unoccupied orbital energy: 0.34 eV
Net charge: 0
Relative energy (zero: lowest compared OMol25 entry of this formula, charge and spin): 0.000 eV
Highest occupied orbital energy: -8.356 eV
Electronic energy: -26172.67221 eV


(6)
Formula: C30H31N7O2
Source: the Open Molecules 2025 dataset
Level of theory: ωB97M-V/def2-TZVPD

Cartesian coordinates (Å):
H -3.75 3.51 3.06
H -3.88 4.76 -0.47
O 8.01 2.16 0.59
C -3.81 -3.08 0.79
H -4.94 4.68 0.94
H 1.15 -2.65 0.34
H 0.74 -0.35 -3.08
C -3.89 -2.63 -0.52
O -0.83 -2.43 1.58
N 0.78 -1.67 -1.48
C 4.60 0.81 1.01
H 6.02 1.58 2.38
N -2.59 -2.62 -2.58
H -2.78 2.73 -1.02
H -4.59 -1.08 -1.81
H -2.81 1.34 3.72
H -1.77 -0.71 3.02
C -1.24 -0.93 -0.23
H 7.71 3.23 2.34
C -1.72 0.28 -0.59
C -2.80 1.65 2.68
C 4.28 0.49 -0.32
H 3.12 -0.98 -2.54
C -3.33 3.28 0.97
H 2.49 -2.64 -0.82
H -4.30 -2.68 2.83
N -1.74 -0.43 2.05
H -3.35 5.41 1.09
N -1.26 -1.25 -3.58
H -2.60 -4.20 -1.24
C -1.44 -1.91 -2.46
H -3.32 -4.01 1.02
C -1.23 -1.35 1.17
C 1.68 -2.04 -0.39
H 7.20 1.52 -1.72
H 0.63 0.45 -1.49
C -5.05 -0.67 0.23
H 2.85 0.78 -2.54
C 2.29 -0.82 0.31
C -2.26 0.80 1.72
C 5.82 1.36 1.35
C -4.97 -1.11 1.54
H 2.95 -1.18 1.11
H -5.53 0.28 0.01
C -3.33 2.86 2.31
N -3.08 -2.35 -3.80
H 1.49 -0.22 0.77
C -2.25 1.19 0.37
N -2.29 -1.55 -4.37
N 3.05 -0.03 -0.64
C -0.62 -1.91 -1.22
C -4.36 -2.32 1.82
C -4.52 -1.42 -0.79
H 8.37 1.58 2.55
H -4.07 -3.95 -2.20
H 3.88 0.65 1.79
C 2.62 -0.15 -2.01
C -2.79 2.44 0.02
H 9.38 2.87 1.85
C -3.91 4.61 0.61
H -5.39 -0.52 2.34
C 8.37 2.47 1.91
C 6.46 1.32 -0.96
H -0.69 -2.91 -0.76
C -3.29 -3.45 -1.64
H -1.74 0.57 -1.63
C 1.11 -0.37 -2.05
C 6.77 1.62 0.37
C 5.24 0.76 -1.29
H 5.05 0.53 -2.33

SMILES string: COc1ccc(N2CCN([C@@H](c3cc4cc(C)ccc4[nH]c3=O)c3nnnn3Cc3ccccc3)CC2)cc1
Gap between HOMO and LUMO: 6.85 eV
Lowest unoccupied orbital energy: -0.18 eV
Net charge: 0
Highest occupied orbital energy: -7.021 eV
Electronic energy: -46138.48467 eV


(7)
Formula: C2H2Na9O7
Source: the Open Molecules 2025 dataset
Level of theory: ωB97M-V/def2-TZVPD

Cartesian coordinates (Å):
Na -0.08 -3.57 0.68
C 0.58 -0.34 -0.30
Na -1.42 -1.01 2.39
O 3.59 1.02 0.61
Na -0.73 2.07 1.16
H 4.12 0.51 1.23
O -4.78 1.30 0.41
Na -1.42 1.99 -2.29
Na 2.02 -1.56 2.34
O -3.11 0.76 1.56
Na 1.90 2.05 -1.86
O -0.13 0.47 -0.82
O 0.14 -1.06 0.61
O -2.78 1.73 -0.28
Na 0.35 -1.32 -2.88
O 1.62 -0.71 -0.89
Na -2.24 -1.12 -1.13
C -3.56 1.20 0.58
H 3.07 0.36 0.15
Na 2.85 -2.77 -1.28

Gap between HOMO and LUMO: 2.66 eV
Lowest unoccupied orbital energy: -18.29 eV
Net charge: +5
Relative energy (zero: lowest compared OMol25 entry of this formula, charge and spin): 0.000 eV
Highest occupied orbital energy: -20.954 eV
Electronic energy: -56132.51326 eV


(8)
Formula: C28H28N9O4PS2Sr
Source: the Open Molecules 2025 dataset
Level of theory: ωB97M-V/def2-TZVPD

Cartesian coordinates (Å):
N 0.30 -1.70 -0.69
H 1.02 4.63 1.59
C 2.73 0.53 -4.14
H 3.61 0.59 -4.76
N -1.42 -1.31 1.39
H -2.60 -0.07 2.51
O 1.06 3.07 3.78
C -0.37 2.83 7.11
C 0.15 3.78 -0.82
C 0.75 4.47 3.71
H -0.69 0.76 6.57
H 0.05 2.28 -3.11
H 2.50 4.87 2.52
H -1.42 3.08 7.27
C 1.23 -4.23 -1.38
O -0.91 1.97 4.94
C 1.94 5.02 -1.79
C 2.28 2.84 -0.81
S 0.95 0.25 3.37
C 0.01 -2.77 0.06
C 2.49 -0.61 -3.38
N 3.18 -1.50 0.90
C 5.20 0.81 -0.70
C -0.23 1.66 6.16
H 0.08 2.58 8.08
C 0.45 -4.04 -0.25
O 2.47 -5.67 -2.77
C -0.84 -2.52 1.28
C -1.79 -3.22 3.36
C -1.00 -3.49 2.26
C 3.56 -0.36 0.26
C 1.53 -3.12 -2.16
N 6.49 0.86 -1.15
H -0.89 3.67 -0.53
H -1.92 -3.97 4.13
N 4.84 -0.35 -0.14
H 3.79 -2.29 0.81
N 2.66 0.61 0.08
H 3.19 -1.43 -3.39
H -0.51 -4.45 2.17
C -2.18 -1.06 2.46
C 0.56 4.92 -1.46
H 2.11 -3.28 -3.05
C 1.36 -0.65 -2.57
H 1.27 6.15 2.47
N 4.45 1.87 -0.90
O 1.50 -6.51 -0.91
H 0.82 1.43 5.97
H -0.14 5.71 -1.70
C 1.73 -5.64 -1.77
H 7.12 0.15 -0.80
H 0.22 -4.92 0.33
S -1.37 2.51 2.16
N 0.94 2.76 -0.49
C 1.06 -1.88 -1.77
C -2.40 -1.98 3.47
H 0.14 3.71 6.71
C 2.78 4.00 -1.47
H 2.32 5.90 -2.29
C 3.15 1.75 -0.53
H 1.13 4.91 4.64
P -0.07 1.95 3.56
H 2.22 -1.68 1.12
C 1.82 1.57 -4.08
C 1.43 5.07 2.50
C 0.74 1.45 -3.22
H 6.86 1.76 -1.38
H 1.96 2.48 -4.65
N 0.52 0.38 -2.46
H -0.33 4.62 3.68
H 3.83 4.05 -1.70
Sr 0.18 0.59 0.54
H -3.02 -1.71 4.32

Gap between HOMO and LUMO (alpha / beta): 4.97 / 7.72 eV
Multiplicity: 2
Lowest unoccupied orbital energy (alpha / beta): 2.06 / 2.06 eV
Net charge: -1
Relative energy (zero: lowest compared OMol25 entry of this formula, charge and spin): 0.107 eV
Highest occupied orbital energy (alpha / beta): -2.910 / -5.666 eV
Electronic energy: -82897.53443 eV


(9)
Formula: C4H9NO2
Source: the Open Molecules 2025 dataset
Level of theory: ωB97M-V/def2-TZVPD

Cartesian coordinates (Å):
H -1.48 1.32 -0.85
O -0.08 2.11 0.37
H -2.40 -0.32 0.74
H 0.91 0.70 -1.31
H -0.33 -0.49 -1.66
H -2.08 1.23 1.57
O 0.52 -1.60 0.91
C 0.92 -1.09 -0.11
H 2.27 -1.15 -1.65
C -1.63 0.39 1.06
C 0.18 0.03 -0.85
N 2.07 -1.48 -0.73
C -0.80 0.94 -0.10
H 0.35 1.85 1.20
H -1.00 -0.21 1.72
H 2.58 -2.23 -0.30

SMILES string: C[C@@H](O)CC(N)=O
Gap between HOMO and LUMO: 10.60 eV
Lowest unoccupied orbital energy: 0.80 eV
Net charge: 0
Relative energy (zero: lowest compared OMol25 entry of this formula, charge and spin): 0.693 eV
Highest occupied orbital energy: -9.794 eV
Electronic energy: -9879.36810 eV


(10)
Formula: C19H45INO8
Source: the Open Molecules 2025 dataset
Level of theory: ωB97M-V/def2-TZVPD

Cartesian coordinates (Å):
H 0.13 0.70 -1.53
C 1.16 -6.41 2.91
H -4.20 2.91 4.13
C 0.78 0.09 -0.92
O -3.52 1.81 5.70
C 0.53 -3.81 5.08
H 4.60 0.71 -6.01
H 4.99 -0.22 -4.74
H -1.50 1.76 6.19
O -2.66 0.59 -2.81
H 6.13 2.15 -5.44
H 0.70 -2.82 5.50
H -5.61 1.38 -5.19
H 6.51 1.22 -4.05
H -1.69 2.26 -2.15
O 3.90 2.77 -3.11
H -2.52 3.25 4.58
O -1.54 0.89 3.73
H 2.89 0.35 -0.60
H 1.93 -6.87 3.52
H -5.13 0.96 -3.54
H -2.42 -0.47 5.05
H -1.54 1.97 -3.89
H -0.39 -2.57 2.29
O -4.11 2.53 -4.46
H -2.93 0.26 -4.84
C -2.54 -0.23 -3.95
C -5.30 1.79 -4.23
H 0.03 -4.43 5.83
H -3.04 3.88 -3.38
H 0.90 -7.10 2.09
H 1.20 -2.64 3.06
H -1.86 -1.13 3.49
O -0.32 -3.73 3.95
C 3.30 0.91 -4.40
H -6.09 2.44 -3.85
H 0.51 -0.96 -1.02
C -3.26 2.45 4.46
H 0.28 -6.23 3.53
H 1.23 -0.30 1.15
O 1.69 -5.20 2.39
H -0.31 0.54 0.89
H 5.88 3.00 -2.84
C -1.65 -0.41 4.28
H 2.51 -0.66 -2.00
H -0.19 -4.91 1.55
C -2.23 1.93 -3.04
C 0.32 -3.23 2.79
H 2.70 0.01 -4.45
N 4.66 0.72 -4.99
C -3.41 2.85 -3.27
H 4.26 0.88 -2.44
H -3.12 -1.14 -3.77
C 2.21 0.23 -1.44
H 2.81 1.69 -4.97
H 1.21 1.40 0.76
O 2.30 1.39 -2.30
H -2.65 1.24 7.44
C 0.72 0.45 0.56
C 3.48 1.43 -2.99
H -3.55 0.68 3.26
C -2.47 1.96 6.64
C 5.69 1.73 -4.55
H -0.69 -0.66 4.73
C 5.18 2.90 -3.66
H 1.13 -3.90 0.93
H -2.68 2.00 2.46
C 0.70 -4.34 1.84
H -4.08 2.83 -2.40
H -2.48 2.97 7.07
C -2.80 1.47 3.41
I 5.33 4.77 -4.71
H -1.49 -0.51 -4.12
H 1.49 -4.27 4.83

Gap between HOMO and LUMO: 6.91 eV
Lowest unoccupied orbital energy: -3.63 eV
Net charge: +1
Highest occupied orbital energy: -10.546 eV
Electronic energy: -46391.68708 eV


(11)
Formula: C8H12
Source: the Open Molecules 2025 dataset
Level of theory: ωB97M-V/def2-TZVPD

Cartesian coordinates (Å):
H 3.65 0.44 1.69
H -2.06 2.32 -0.32
H -2.14 -1.31 -0.12
C 0.47 0.26 0.56
C -1.13 -1.76 -0.16
H -0.60 -0.21 -2.60
H 3.14 -0.97 0.69
C 2.87 -0.09 1.26
H 0.93 0.44 -2.04
C -0.77 0.77 0.12
C 1.77 0.62 1.22
H 1.76 1.55 1.80
H -1.09 -2.05 0.84
H -1.15 -2.57 -0.79
C 0.21 -0.32 -1.93
H -1.73 2.04 1.37
H 0.79 -1.15 -2.30
C -1.96 1.57 0.47
H -2.70 0.90 0.70
C -0.27 -0.47 -0.47

Gap between HOMO and LUMO (alpha / beta): 6.35 / 8.67 eV
Multiplicity: 3
Lowest unoccupied orbital energy (alpha / beta): 0.94 / -1.32 eV
Net charge: 0
Relative energy (zero: lowest compared OMol25 entry of this formula, charge and spin): 1.266 eV
Highest occupied orbital energy (alpha / beta): -5.418 / -9.987 eV
Electronic energy: -8483.76752 eV


(12)
Formula: C29H43Cl3CsN3O4PS
Source: the Open Molecules 2025 dataset
Level of theory: ωB97M-V/def2-TZVPD

Cartesian coordinates (Å):
C -1.38 0.24 -0.35
H -6.16 -2.03 -0.74
H -7.75 2.63 3.90
H 0.68 1.71 3.31
H 8.53 -0.29 -6.14
C -3.39 2.56 2.95
H 6.93 -0.50 -5.37
C -4.44 -0.22 0.26
C -5.40 0.44 5.44
H 8.51 1.88 -2.17
P -6.02 1.34 2.72
H 1.72 -0.23 0.09
H 0.26 3.45 1.03
H -1.99 0.55 -8.00
H -1.29 -3.92 2.69
H 6.43 0.57 -3.74
N -1.20 3.73 3.32
H -5.18 -0.82 3.66
C -5.92 -0.05 4.02
H -4.85 -4.21 1.63
C 8.07 0.98 -2.61
C -0.70 -3.16 2.11
H 1.36 -3.99 2.86
C 1.20 1.96 2.36
H -5.26 0.38 -0.26
Cl -0.14 -0.89 -7.87
C -1.22 0.37 -7.26
C 1.69 -2.16 1.46
H -2.52 -2.05 1.26
H 6.34 0.05 -0.53
H 0.58 1.87 0.24
O 4.82 -0.80 -1.67
H 6.69 -1.72 -1.94
O 8.58 -0.85 -4.14
H -6.23 0.63 6.17
Cs -0.25 -2.21 -1.62
C 1.03 -1.02 0.61
H -3.87 -0.72 -0.56
H 2.80 -2.23 1.59
C -5.17 -1.34 1.09
H -6.13 2.97 4.58
O -7.57 -3.70 0.44
H 5.76 -1.33 -3.43
C -6.40 -3.65 0.69
C 0.19 2.33 1.18
H 1.88 1.12 2.00
C 7.96 -0.87 -5.41
H -4.79 1.38 5.34
H -0.65 0.92 -0.95
C -1.30 2.03 1.49
H -2.11 -0.21 -1.13
H -4.62 -2.94 -0.45
O -5.75 -4.58 1.52
C -3.61 0.81 1.09
Cl -2.01 -0.16 -5.76
H 1.89 2.84 2.48
S -2.35 4.27 4.43
C -5.53 -2.51 0.05
H 9.98 0.34 -3.29
C 0.85 -3.23 2.22
C 5.45 0.34 -1.10
H -4.58 -1.73 1.96
H 5.96 2.39 -1.52
C -2.13 1.05 0.78
H 8.02 0.21 -1.83
H -6.17 -1.02 1.50
N 6.73 1.30 -3.12
C -4.23 1.57 2.19
C -1.94 2.82 2.61
H 9.05 1.16 -4.55
C 5.70 -1.66 -2.39
N -3.69 3.37 4.02
C 5.71 1.49 -2.08
H -6.57 3.79 3.02
C -0.55 -0.94 0.49
C -1.40 -2.05 1.26
C 8.98 0.45 -3.71
H 4.78 1.69 -2.61
H 5.25 -2.66 -2.40
H -4.72 -0.31 5.95
H 7.93 -1.91 -5.75
C -6.69 2.85 3.61
H 4.74 0.72 -0.36
Cl -0.33 1.87 -6.99
H -6.91 -0.58 4.12

Gap between HOMO and LUMO: 6.36 eV
Lowest unoccupied orbital energy: -3.56 eV
Net charge: +1
Highest occupied orbital energy: -9.928 eV
Electronic energy: -101655.64660 eV